Entry A
Here is the ion C2H7N2OS with charge +1 from the OMol25 dataset. Energies are from the ωB97M-V functional and the def2-TZVPD basis.

For the HOMO energy, the calculation gives -14.050 eV. The multiplicity is 1. The calculation puts the LUMO energy at -0.157 Eh. As for the net charge: +1.

Each line ends with the natural charge from an NBO analysis.
Geometry (Å):
C  0.508  0.464  -0.008  0.351
C  -1.853  -0.583  0.068  -0.431
N  0.082  1.728  -0.104  -0.739
N  -0.331  -0.553  0.086  -0.542
O  3.285  -0.855  -0.135  -0.767
S  2.316  0.435  0.279  0.629
H  -2.107  -1.455  0.584  0.242
H  -2.340  0.248  0.647  0.228
H  -2.257  -0.446  -0.992  0.243
H  -0.878  1.923  -0.139  0.417
H  0.628  2.339  -0.635  0.432
H  0.048  -1.552  0.241  0.438
H  2.900  -1.694  0.108  0.499


Entry B
Here is a structure of composition C2H7N2OS from the OMol25 dataset. Energies are from the ωB97M-V functional and the def2-TZVPD basis.

For the HOMO energy, the calculation gives -14.510 eV. The multiplicity is 1. The calculation puts the LUMO energy at -0.217 Eh. As for the net charge: +1.

Each line ends with the natural charge from an NBO analysis.
Geometry (Å):
C  -0.545  0.063  0.192  0.543
C  -2.042  -0.363  0.277  -0.634
N  -0.195  1.206  -0.305  -0.732
N  0.364  -0.850  0.505  -0.672
O  3.058  0.186  -0.893  -0.791
S  2.578  -0.206  0.551  0.773
H  -2.214  -0.638  -0.708  0.252
H  -2.500  0.545  0.555  0.240
H  -2.124  -1.190  0.967  0.246
H  -0.807  1.978  -0.445  0.430
H  0.786  1.457  -0.120  0.414
H  0.096  -1.726  0.816  0.406
H  3.546  -0.464  -1.393  0.524


Going by the computed energies, the most stable comes first: entry A, entry B.


Entry A
Here is a cluster of 4 separate species, C2H12NO4 in total from the OMol25 dataset. Energies are from the ωB97M-V functional and the def2-TZVPD basis.

For the HOMO energy, the calculation gives -14.471 eV. The multiplicity is 1. The calculation puts the LUMO energy at -0.123 Eh. As for the net charge: +1.

Each line ends with the natural charge from an NBO analysis.
Geometry (Å):
O  1.313  -0.578  -1.934  -0.486
C  1.565  -1.102  -0.891  0.445
C  0.506  -1.260  0.239  -0.351
N  -0.591  -0.236  0.362  -0.688
H  2.554  -1.420  -0.554  0.146
H  -0.026  -2.232  0.138  0.252
H  1.141  -1.112  1.128  0.249
H  -1.170  -0.241  -0.526  0.487
H  -1.130  -0.439  1.199  0.437
H  -0.154  0.681  0.502  0.455
H  3.383  0.586  1.331  0.472
H  2.877  1.336  2.341  0.484
O  2.531  1.050  1.469  -0.951
H  -2.687  2.275  1.747  0.485
H  -3.263  2.209  0.267  0.490
O  -2.474  2.280  0.818  -0.972
H  -2.215  -0.468  -2.742  0.505
H  -0.717  -0.834  -2.716  0.513
O  -1.442  -0.496  -2.180  -0.972


Entry B
Here is a cluster of 4 separate species, C2H12NO4 in total from the OMol25 dataset. Energies are from the ωB97M-V functional and the def2-TZVPD basis.

For the HOMO energy, the calculation gives -14.210 eV. The multiplicity is 1. The calculation puts the LUMO energy at -0.116 Eh. As for the net charge: +1.

Each line ends with the natural charge from an NBO analysis.
Geometry (Å):
O  1.123  -0.790  -1.355  -0.524
C  0.964  0.383  -1.120  0.419
C  1.095  0.824  0.384  -0.374
N  0.576  -0.423  1.011  -0.770
H  0.816  1.113  -1.966  0.200
H  2.120  1.236  0.593  0.272
H  0.643  1.809  0.604  0.262
H  0.882  -1.313  0.483  0.501
H  0.809  -0.641  2.106  0.449
H  -0.468  -0.465  0.919  0.470
H  -1.595  2.073  -1.568  0.480
H  -0.987  3.226  -1.279  0.490
O  -0.711  2.318  -1.262  -0.956
H  -3.026  -0.107  0.992  0.523
H  -1.824  0.793  0.278  0.493
O  -2.158  -0.076  0.537  -0.981
H  0.219  -3.723  0.754  0.496
H  0.947  -3.241  -0.432  0.487
O  0.574  -2.994  0.317  -0.937


Going by the computed energies, the most stable comes first: entry A, entry B.


Entry A
Here is the molecule C7H16O2Si from the OMol25 dataset. Energies are from the ωB97M-V functional and the def2-TZVPD basis.

The structure (SMILES) is CCOC(=O)C[Si](C)(C)C. For the HOMO energy, the calculation gives -9.923 eV. The multiplicity is 1. The calculation puts the LUMO energy at 0.032 Eh.

Each line ends with the natural charge from an NBO analysis.
Geometry (Å):
C  1.713  -2.243  -1.808  -0.671
C  0.835  -1.422  -2.700  -0.084
O  0.268  -0.310  -1.963  -0.497
C  -0.637  -0.810  -1.106  0.806
O  -0.892  -1.986  -0.897  -0.624
C  -1.352  0.266  -0.320  -0.964
Si  -0.554  0.992  1.212  1.660
C  -0.649  -0.381  2.427  -1.111
C  1.211  1.390  0.907  -1.123
C  -1.394  2.633  1.502  -1.124
H  2.210  -3.113  -2.194  0.224
H  2.470  -1.779  -1.257  0.211
H  1.089  -2.739  -1.055  0.244
H  1.401  -0.959  -3.516  0.191
H  0.061  -2.051  -3.158  0.201
H  -1.522  1.190  -0.979  0.247
H  -2.317  -0.077  -0.004  0.255
H  -0.274  -0.264  3.380  0.238
H  -0.246  -1.233  1.840  0.250
H  -1.696  -0.501  2.565  0.234
H  1.662  1.476  1.851  0.233
H  1.650  0.542  0.400  0.236
H  1.420  2.302  0.343  0.238
H  -2.164  2.861  0.746  0.243
H  -0.582  3.343  1.259  0.240
H  -1.710  2.874  2.526  0.245


Entry B
Here is the molecule C7H16O2Si from the OMol25 dataset. Energies are from the ωB97M-V functional and the def2-TZVPD basis.

The structure (SMILES) is CO[SiH](OC)[C@H]1[C@H](C)[C@@H]1C. For the HOMO energy, the calculation gives -9.267 eV. The multiplicity is 1. The calculation puts the LUMO energy at 0.034 Eh.

Each line ends with the natural charge from an NBO analysis.
Geometry (Å):
C  -2.051  0.865  -2.400  -0.239
O  -1.604  -0.399  -2.164  -0.894
Si  -1.243  -1.062  -0.693  1.924
O  -0.273  -2.322  -0.996  -0.922
C  1.042  -2.786  -1.236  -0.232
C  -0.500  0.129  0.675  -0.705
C  0.833  -0.093  1.481  -0.191
C  0.761  0.300  2.922  -0.607
C  0.774  0.891  0.311  -0.204
C  0.771  2.315  0.489  -0.616
H  -2.334  0.950  -3.495  0.182
H  -1.090  1.481  -2.335  0.165
H  -2.870  1.124  -1.711  0.170
H  -2.434  -1.683  -0.312  -0.269
H  1.806  -2.420  -0.340  0.167
H  1.349  -2.522  -2.293  0.185
H  1.119  -3.940  -1.243  0.184
H  -1.233  0.695  1.228  0.223
H  1.299  -1.071  1.430  0.212
H  0.141  1.160  3.073  0.200
H  1.682  0.534  3.360  0.208
H  0.292  -0.622  3.378  0.213
H  1.315  0.502  -0.496  0.209
H  0.221  2.639  1.284  0.211
H  0.417  2.848  -0.322  0.211
H  1.810  2.485  0.406  0.214


Going by the computed energies, the most stable comes first: entry A, entry B.


Entry A
Here is the molecule C2H4N6 from the OMol25 dataset. Energies are from the ωB97M-V functional and the def2-TZVPD basis.

The structure (SMILES) is [H]/N=C/Nn1cnnn1. For the HOMO energy, the calculation gives -10.478 eV. The multiplicity is 1. The calculation puts the LUMO energy at 0.017 Eh.

Each line ends with the natural charge from an NBO analysis.
Geometry (Å):
H  -2.286  1.232  -0.958  0.355
N  -1.314  0.871  -0.867  -0.625
C  -1.610  -0.102  -0.109  0.246
N  -0.645  -0.802  0.610  -0.438
N  0.606  -0.365  0.255  -0.078
C  1.239  0.690  0.655  0.172
N  2.498  0.796  0.067  -0.276
N  2.553  -0.343  -0.647  -0.048
N  1.389  -0.994  -0.708  -0.123
H  -2.578  -0.637  0.079  0.171
H  -0.487  -1.848  0.387  0.414
H  0.634  1.501  1.236  0.231


Entry B
Here is a structure of composition C2H4N6 from the OMol25 dataset. Energies are from the ωB97M-V functional and the def2-TZVPD basis.

For the HOMO energy, the calculation gives -9.223 eV. The multiplicity is 1. The calculation puts the LUMO energy at -0.003 Eh.

Each line ends with the natural charge from an NBO analysis.
Geometry (Å):
C  -0.091  1.118  -0.378  0.306
C  1.707  -0.026  -0.209  0.476
H  -2.228  0.195  1.342  0.377
H  -2.744  -0.954  -0.328  0.412
H  -0.993  1.950  0.175  0.207
H  3.121  -0.952  0.720  0.371
N  -2.242  0.098  0.115  -0.686
N  -0.806  -0.086  -0.262  -0.076
N  1.077  1.146  -0.568  -0.457
N  2.841  -0.055  0.233  -0.640
N  0.809  -1.274  -0.410  -0.331
N  -0.451  -1.159  -0.430  0.042


Entry C
Here is the molecule C2H4N6 from the OMol25 dataset. Energies are from the ωB97M-V functional and the def2-TZVPD basis.

The structure (SMILES) is [H]/N=C(\N)n1ncnn1. For the HOMO energy, the calculation gives -10.106 eV. The multiplicity is 1. The calculation puts the LUMO energy at 0.006 Eh.

Each line ends with the natural charge from an NBO analysis.
Geometry (Å):
H  2.512  -1.420  -0.119  0.342
N  1.551  -1.601  -0.077  -0.598
C  1.128  -0.397  0.106  0.568
N  1.713  0.887  -0.007  -0.905
N  -0.366  -0.191  0.055  -0.120
N  -1.215  0.881  0.108  -0.250
C  -2.362  0.321  -0.032  0.111
N  -2.349  -1.000  0.038  -0.259
N  -1.108  -1.407  0.102  0.027
H  1.129  1.710  -0.487  0.441
H  2.567  1.162  0.622  0.423
H  -3.199  1.055  -0.310  0.219


Going by the computed energies, the most stable comes first: entry C, entry A, entry B.


Entry A
Here is a structure of composition C2H4N6 from the OMol25 dataset. Energies are from the ωB97M-V functional and the def2-TZVPD basis.

For the HOMO energy, the calculation gives -9.259 eV. The multiplicity is 1. The calculation puts the LUMO energy at -0.055 Eh.

Each line ends with the natural charge from an NBO analysis.
Geometry (Å):
C  1.159  0.988  -0.217  0.009
C  -0.192  0.426  -0.210  0.283
H  -2.102  -1.519  -0.537  0.377
H  -1.598  -0.512  0.935  0.405
H  1.327  2.167  -0.621  0.233
H  -1.026  2.187  0.291  0.369
N  -1.333  -1.582  0.130  -0.613
N  -0.215  -0.924  -0.188  -0.037
N  0.931  -1.592  -0.210  0.012
N  2.156  -1.032  0.242  -0.032
N  2.218  0.265  0.201  -0.219
N  -1.326  1.128  0.185  -0.787


Entry B
Here is the molecule C2H4N6 from the OMol25 dataset. Energies are from the ωB97M-V functional and the def2-TZVPD basis.

The structure (SMILES) is [H]/N=C\n1[nH]nn/c1=N/[H]. For the HOMO energy, the calculation gives -9.747 eV. The multiplicity is 1. The calculation puts the LUMO energy at -0.005 Eh.

Each line ends with the natural charge from an NBO analysis.
Geometry (Å):
H  2.992  -0.817  -0.304  0.357
N  2.705  0.133  -0.173  -0.680
C  1.519  0.591  0.079  0.267
N  0.370  -0.079  0.423  -0.355
N  0.139  -1.458  -0.166  -0.322
N  -1.314  -1.472  -0.107  0.044
N  -1.854  -0.366  0.026  -0.154
C  -0.810  0.733  0.045  0.498
N  -1.277  1.877  -0.167  -0.655
H  -0.915  2.846  0.030  0.400
H  1.481  1.708  0.124  0.187
H  0.811  -2.116  0.550  0.414


Going by the computed energies, the most stable comes first: entry B, entry A.